DFT (wB97M-V/def2-TZVPD) results for an isolated ion of composition C2H6NO and charge +1.

Gap between HOMO and LUMO: 11.20 eV
Highest occupied orbital energy: -15.46 eV
Energy relative to the best compared isomer or geometry (same formula, charge and spin): 129.2 kJ/mol
LUMO level: -4.27 eV
SMILES: [NH3+]CC=O
Net charge: +1

Structure (XYZ):
```
10
Properties=species:S:1:pos:R:3:nbo_charge:R:1
C 0.539 -0.872 0.858 0.384
C 0.444 -0.269 -0.517 -0.270
N -0.737 1.031 -0.403 -0.709
O -0.050 -0.615 1.855 -0.455
H 1.136 -1.804 0.833 0.163
H 1.403 0.180 -0.738 0.271
H -0.017 -1.088 -1.053 0.271
H -1.480 0.580 0.179 0.453
H -1.067 1.326 -1.249 0.443
H -0.172 1.530 0.235 0.448
```

DFT (wB97M-V/def2-TZVPD) results for C22H15N6O3S3Ti as an isolated structure.

Gap between HOMO and LUMO: 6.77 eV
Highest occupied orbital energy: -11.67 eV
Energy relative to the best compared isomer or geometry (same formula, charge and spin): 0.0 kJ/mol
LUMO level: -4.90 eV
Net charge: +1

Structure (XYZ):
```
50
Properties=species:S:1:pos:R:3:nbo_charge:R:1
Ti -0.597 -1.130 0.137 1.453
C -2.364 -1.145 -7.372 -0.642
C -2.073 -0.679 -5.976 0.055
C -1.873 -1.596 -4.944 -0.215
C -1.592 -1.173 -3.659 -0.106
C -1.511 0.193 -3.409 -0.425
C -1.706 1.132 -4.414 -0.145
C -1.987 0.685 -5.692 -0.212
S -1.158 0.758 -1.801 2.332
O -1.193 2.176 -1.761 -0.858
O -2.036 -0.001 -0.836 -0.881
N 0.185 0.078 -1.227 -0.911
C 1.490 0.055 -1.751 0.340
C 1.864 0.635 -2.955 -0.269
C 3.190 0.505 -3.335 -0.129
C 4.069 -0.193 -2.522 -0.255
C 3.584 -0.740 -1.345 0.065
N 2.316 -0.618 -0.957 -0.465
H -2.676 -2.187 -7.387 0.229
H -1.471 -1.052 -7.994 0.240
H -3.145 -0.540 -7.831 0.235
H -1.946 -2.656 -5.150 0.229
H -1.442 -1.895 -2.867 0.230
H -1.651 2.188 -4.190 0.252
H -2.153 1.406 -6.482 0.232
H 1.156 1.173 -3.568 0.234
H 3.531 0.947 -4.261 0.235
H 5.109 -0.312 -2.789 0.239
H 4.236 -1.292 -0.679 0.208
S -2.508 -2.213 1.114 0.076
C -2.010 -1.052 2.292 -0.084
N -1.026 -0.246 1.933 -0.589
C -0.628 0.620 2.946 0.185
C 0.382 1.571 2.879 -0.229
C 0.611 2.347 3.999 -0.181
C -0.149 2.185 5.160 -0.190
C -1.157 1.241 5.230 -0.185
C -1.386 0.455 4.107 -0.242
S -2.574 -0.810 3.890 0.530
H 0.965 1.696 1.976 0.233
H 1.392 3.094 3.975 0.233
H 0.052 2.809 6.019 0.235
H -1.745 1.118 6.129 0.237
O -0.262 -2.705 -0.931 -0.508
N 0.362 -3.839 -1.056 0.123
C 1.182 -4.162 -0.098 -0.087
C 1.937 -5.369 -0.149 0.219
N 2.570 -6.325 -0.179 -0.179
C 1.239 -3.193 0.946 0.454
N 0.951 -2.197 1.446 -0.348
```

DFT (wB97M-V/def2-TZVPD) results for C20H22F12N2O6Sn as an isolated structure.

Gap between HOMO and LUMO: 9.37 eV
Highest occupied orbital energy: -9.28 eV
Energy relative to the best compared isomer or geometry (same formula, charge and spin): 17.4 kJ/mol
LUMO level: 0.09 eV
Net charge: 0

Structure (XYZ):
```
63
Properties=species:S:1:pos:R:3:nbo_charge:R:1
Sn 0.547 1.090 -0.721 1.558
O -0.337 1.872 1.965 -0.719
C 0.725 1.529 2.846 -0.084
C 2.078 1.667 2.179 -0.259
N 2.304 0.811 0.989 -0.507
C 2.567 -0.588 1.359 -0.347
C 1.364 -1.349 1.861 0.799
O 1.404 -2.104 2.795 -0.580
O 0.283 -1.103 1.110 -0.532
C 3.498 1.348 0.298 -0.357
C 3.163 2.607 -0.501 0.775
O 3.966 3.506 -0.580 -0.599
O 1.982 2.588 -1.060 -0.922
H -0.396 2.832 1.899 0.482
H 0.529 0.515 3.187 0.195
H 0.722 2.165 3.736 0.190
H 2.870 1.470 2.913 0.205
H 2.197 2.703 1.851 0.222
H 3.348 -0.653 2.121 0.217
H 2.900 -1.106 0.458 0.271
H 3.859 0.598 -0.401 0.249
H 4.293 1.570 1.013 0.215
C -0.041 -4.055 0.576 -0.604
C -1.111 -2.978 0.422 -0.252
C -2.509 -3.566 0.579 -0.606
C -0.928 -1.847 1.417 -0.074
H -0.188 -4.842 -0.164 0.215
H -0.086 -4.506 1.570 0.209
H 0.965 -3.657 0.437 0.210
H -1.013 -2.536 -0.571 0.215
H -2.658 -3.954 1.590 0.207
H -2.650 -4.398 -0.113 0.219
H -3.287 -2.826 0.384 0.208
H -0.839 -2.219 2.437 0.209
H -1.735 -1.120 1.347 0.208
F 3.880 0.608 -3.099 -0.309
C 3.617 -0.694 -2.949 0.967
F 4.148 -1.352 -3.981 -0.308
F 4.256 -1.101 -1.841 -0.320
C 2.081 -0.918 -2.798 0.031
O 1.671 -0.489 -1.584 -0.971
C 1.779 -2.444 -2.927 0.971
F 2.607 -3.155 -2.153 -0.314
F 0.533 -2.714 -2.519 -0.318
F 1.901 -2.891 -4.182 -0.312
C 1.353 -0.156 -3.954 0.965
F 1.256 1.144 -3.650 -0.304
F 1.969 -0.260 -5.130 -0.303
F 0.098 -0.612 -4.108 -0.322
F -7.264 -1.984 -2.439 -0.317
C -6.092 -2.324 -2.992 0.970
F -6.164 -2.030 -4.301 -0.317
F -5.974 -3.659 -2.895 -0.318
C -4.927 -1.628 -2.338 -0.105
C -5.105 -0.779 -1.262 -0.226
C -3.975 -0.196 -0.703 0.035
N -2.741 -0.409 -1.146 -0.421
C -2.591 -1.217 -2.195 0.038
C -3.649 -1.853 -2.823 -0.218
H -6.088 -0.577 -0.862 0.240
H -4.073 0.469 0.148 0.199
H -1.578 -1.371 -2.543 0.213
H -3.475 -2.507 -3.667 0.238
```

DFT (wB97M-V/def2-TZVPD) results for C40H58BrN2O11P2S2Si as an isolated structure.

Gap between HOMO and LUMO: 8.52 eV
Highest occupied orbital energy: -11.69 eV
Energy relative to the best compared isomer or geometry (same formula, charge and spin): 16.8 kJ/mol
LUMO level: -3.17 eV
Net charge: +1

Structure (XYZ):
```
117
Properties=species:S:1:pos:R:3:lowdin_charge:R:1
C 2.735 2.997 1.957 -0.087
C 1.493 2.867 1.057 -0.217
C 0.865 1.458 1.031 -0.177
C 1.152 0.702 -0.262 -0.288
C 2.627 0.911 -0.676 -0.045
C 0.724 -0.787 -0.528 -0.195
C -0.624 -0.877 -1.355 -0.422
P 0.095 -0.676 -3.083 0.595
O 0.741 -2.124 -3.412 -0.376
Br -1.596 -0.698 -4.514 0.406
C -1.439 -2.068 -0.755 -0.659
S -1.738 -3.180 -2.173 0.815
S -3.202 -1.530 -0.427 0.615
C -3.772 -0.666 -1.850 -0.182
O -3.250 -0.610 0.672 -0.274
O -3.994 -2.724 -0.276 -0.339
N -0.719 -2.634 0.505 -0.110
C -1.503 -2.705 1.834 -0.149
C -1.547 -1.725 3.026 -0.351
C -0.712 -2.219 4.232 -0.046
C -1.365 -0.233 2.796 -0.069
P -0.600 -4.610 0.169 1.034
C 0.489 -5.196 1.514 -0.228
C -2.191 -5.269 0.765 -0.262
C 0.705 -2.026 0.410 -0.247
C 1.424 -1.937 1.709 -0.048
C 2.842 -1.360 1.710 -0.228
O 3.614 -2.195 2.560 -0.206
Si 5.227 -1.774 2.737 0.414
C 6.131 -1.673 1.114 -0.155
C 6.030 -3.057 3.809 -0.152
C 5.317 -0.105 3.597 -0.147
O 1.286 -3.057 -0.507 -0.066
C 2.501 -3.454 -0.387 -0.350
N 3.582 -3.824 -0.278 0.243
H 3.630 3.246 1.394 0.075
H 2.597 3.797 2.677 0.039
H 2.895 2.100 2.549 0.058
H 1.697 3.232 0.055 0.102
H 0.741 3.540 1.458 0.106
H -0.199 1.629 1.083 0.100
H 1.190 0.941 1.923 0.085
H 0.596 1.263 -1.012 0.120
H 2.715 1.822 -1.256 0.089
H 3.287 1.006 0.179 0.071
H 3.002 0.110 -1.310 0.079
H 1.510 -1.055 -1.224 0.073
H -1.095 0.071 -1.108 0.102
H 1.703 -2.037 -3.412 0.069
H -2.806 -3.847 -1.720 -0.089
H -4.703 -0.230 -1.500 0.086
H -3.109 0.139 -2.144 0.044
H -3.932 -1.341 -2.678 0.045
H -1.209 -3.633 2.302 0.058
H -2.521 -2.891 1.528 0.085
H -2.570 -1.819 3.381 0.137
H -1.322 -2.291 5.123 0.087
H -0.231 -3.176 4.046 0.068
H 0.090 -1.522 4.462 0.075
H -1.146 -0.054 1.760 0.034
H -0.553 0.147 3.398 0.077
H -2.265 0.320 3.023 0.093
H 0.662 -4.488 2.315 0.026
H 1.429 -5.524 1.086 0.049
H 0.013 -6.057 1.977 0.062
H -3.051 -4.905 0.215 0.026
H -2.070 -6.340 0.617 0.066
H -2.384 -5.101 1.822 0.057
H 0.841 -1.320 2.381 0.104
H 1.484 -2.902 2.193 0.108
H 3.306 -1.319 0.727 0.097
H 2.849 -0.353 2.122 0.100
H 5.853 -0.804 0.522 0.027
H 6.055 -2.575 0.518 0.024
H 7.184 -1.542 1.362 0.042
H 6.218 -3.994 3.292 0.036
H 6.989 -2.677 4.152 0.037
H 5.428 -3.275 4.689 0.035
H 6.236 -0.037 4.168 0.034
H 4.460 0.007 4.257 0.035
H 5.289 0.697 2.862 0.023
C 4.937 7.414 5.118 0.027
C 4.219 6.469 4.519 0.019
C 3.493 5.440 5.305 -0.375
O 2.840 4.575 4.757 0.082
C 3.596 5.504 6.783 0.019
C 4.313 6.448 7.385 0.027
C 5.041 7.480 6.600 -0.382
O 5.693 8.340 7.145 0.122
H 5.475 8.174 4.568 0.125
H 4.128 6.402 3.443 0.121
H 3.057 4.743 7.333 0.121
H 4.403 6.515 8.461 0.125
C -5.739 3.489 -3.453 0.024
C -7.006 3.176 -3.197 0.031
C -7.505 1.784 -3.353 -0.376
O -8.656 1.498 -3.118 0.121
C -6.533 0.756 -3.808 0.018
C -5.269 1.073 -4.067 -0.037
C -4.771 2.458 -3.904 -0.383
O -3.609 2.733 -4.126 0.090
H -5.352 4.494 -3.344 0.123
H -7.731 3.908 -2.865 0.125
H -6.919 -0.249 -3.924 0.131
H -4.543 0.346 -4.407 0.078
C -5.774 1.100 -9.196 0.025
C -5.009 1.050 -10.284 0.029
C -3.647 0.456 -10.245 -0.380
O -2.948 0.413 -11.230 0.121
C -3.169 -0.078 -8.941 0.031
C -3.939 -0.027 -7.859 0.016
C -5.300 0.559 -7.901 -0.370
O -5.992 0.589 -6.903 0.096
H -6.769 1.526 -9.202 0.124
H -5.334 1.435 -11.242 0.126
H -2.171 -0.498 -8.931 0.124
H -3.620 -0.395 -6.892 0.079
```